Record 1
108
Properties=species:S:1:pos:R:3 method="wB97M-V/def2-TZVPD" de_lowest_kcal_mol=36.8 lumo_energy_ev=3.407 homo_lumo_gap_ev=5.6 molar_mass_da=1366.99 e_tot_ev=-419692.44297 total_charge=-2 largest_force_ha_per_bohr=0.0518
Sb 1.5624 -4.8858 -1.1266
Rb 0.6120 -0.2984 -0.0836
Br 3.3584 -0.2860 7.5138
Se -0.5644 -3.2874 -1.5635
Se 2.9236 -4.8120 -3.1467
Se 2.8673 -4.4180 0.9340
Se 0.2925 -6.9503 -0.7475
S -4.5208 -1.0429 -0.8933
Si -1.7982 1.4425 3.0957
O 1.3661 2.4929 0.1248
O -0.2885 -2.7334 1.0136
O -0.1767 -0.9272 -2.5256
O -2.6302 -2.4381 -5.1089
N 3.4255 -0.8347 1.4912
N -1.0701 -4.7524 1.6299
N 0.3821 -2.0287 -2.2751
N -0.5210 1.9311 2.0977
N 3.4059 -1.2239 -1.3148
N -3.1342 -1.6597 -3.0507
N 0.3271 -3.5766 3.0390
N -3.1036 0.5694 -2.4320
C 4.6178 -0.7357 3.6040
C 0.1062 3.1088 2.1181
C -0.3175 -3.6593 1.8343
C 2.1916 -0.4194 4.9111
C 5.2925 1.6659 -0.9078
C 1.1159 3.4081 1.1614
C -4.8979 0.7577 -6.7775
C 3.4285 -0.7282 2.8615
C 4.5987 -0.6013 4.9761
C 1.5219 5.5912 2.1022
C 4.3876 -1.6770 -0.5380
C 3.5834 -1.2483 -2.6213
C 4.2291 -1.6308 0.9070
C 4.7520 -1.6876 -3.2320
C -6.1804 0.8224 -6.2578
C -2.1609 -0.3958 2.7757
C 2.9885 1.9758 -1.5008
C -4.2377 -0.7048 -4.9859
C -3.5868 2.9696 -2.4304
C 4.2916 1.6980 -1.8630
C -3.9337 -0.0109 -6.1517
C 5.7737 -2.1642 -2.4288
C -3.3446 1.7168 -1.5923
C 2.2192 -0.5320 3.5363
C -3.5410 -0.6659 -2.1552
C 2.6626 2.2385 -0.1700
C 0.5378 5.3398 3.0483
C -1.5572 1.5051 5.0117
C -1.1115 -5.9032 2.4955
C -0.1450 4.1482 3.0492
C -6.4918 0.1241 -5.1029
C 1.7902 4.6128 1.1580
C 4.9753 1.9193 0.4173
C -3.2328 -1.6546 -4.4096
C 3.6776 2.2114 0.7880
C 5.5861 -2.1722 -1.0598
C 3.3814 -0.4629 5.6171
C -5.5261 -0.6347 -4.4642
C -4.8672 2.8606 -3.2534
C -3.4524 2.3803 2.7761
H -2.4527 -0.5798 1.7448
H 2.7458 -0.9107 -3.2184
H 2.1997 2.0018 -2.2414
H 5.5218 -0.6050 5.5388
H 2.0633 6.5267 2.0883
H -2.4930 1.8799 -0.9187
H -3.7815 2.2223 1.7532
H -2.7329 3.1390 -3.0914
H -2.3880 1.0557 5.5503
H -1.5343 -4.8221 0.7365
H 1.3016 -0.4487 2.9723
H -2.9769 -0.7346 3.4079
H -2.9395 -0.0923 -6.5649
H -5.0505 3.7733 -3.8184
H -5.7202 2.6822 -2.6011
H -0.6573 0.9650 5.2895
H 1.0063 -2.8279 3.0694
H -3.6553 3.8204 -1.7501
H 4.5308 1.5123 -2.9001
H 5.5660 -0.8180 3.0932
H -4.8039 2.0354 -3.9585
H -3.3215 3.4502 2.9101
H -1.4405 2.5214 5.3749
H 4.9005 -2.2929 1.4656
H -5.7801 -1.1881 -3.5731
H -2.6124 -2.4435 -2.6532
H 5.7506 1.8926 1.1708
H -2.3455 0.6526 -3.0975
H -0.9099 3.9701 3.7878
H 4.8426 -1.6885 -4.3073
H 3.4282 2.4156 1.8194
H -0.1113 -6.3161 2.6523
H 0.6974 -4.4445 3.3978
H -7.4919 0.1686 -4.6967
H -1.7137 -6.6715 2.0196
H 6.3448 -2.5587 -0.3955
H -1.5535 -5.6321 3.4588
H 2.5391 4.7855 0.3936
H -4.2550 2.0576 3.4332
H -4.6483 1.2986 -7.6794
H -1.2998 -1.0167 3.0014
H 6.6890 -2.5432 -2.8639
H 0.3043 6.0913 3.7949
H -6.9363 1.4120 -6.7573
H -4.2266 1.4991 -0.9854
H 6.3108 1.4465 -1.1946
H 1.2531 -0.2837 5.4277


Record 2
103
Properties=species:S:1:pos:R:3 method="wB97M-V/def2-TZVPD" de_lowest_kcal_mol=65.5 lumo_energy_ev="-9.449 / -9.191" homo_lumo_gap_ev="5.9 / 6.2" molar_mass_da=867.94 e_tot_ev=-129511.47643 multiplicity=4 total_charge=+3 largest_force_ha_per_bohr=0.0417 s2=3.8594
Cr 0.6757 -0.5399 0.1586
S -0.8890 -1.0323 -1.4827
S -0.9076 0.9589 0.9461
P 1.5751 2.2980 -1.6273
P 3.6813 -0.6206 1.4265
O -3.3074 -0.7439 0.5273
O 2.2754 -0.0477 1.3228
O -3.9332 -1.8694 2.2340
O 1.3446 0.8608 -1.1934
N -3.0847 -1.4986 1.4554
N -2.7599 0.4917 -2.5390
N 0.7651 -2.5464 1.4996
N -2.7780 2.2641 -0.3890
N -2.2189 -3.4658 3.2890
N -0.1033 -3.0321 2.5009
N -1.8079 -1.8829 1.5709
C 7.0631 2.0841 -0.0813
C -3.8694 1.4157 -2.3930
C 3.3199 -0.9943 5.4477
C -3.4143 2.6498 -1.6355
C 4.0415 -0.9481 3.1616
C 0.8198 3.4741 -0.4637
C -1.9546 1.2240 -0.3819
C 5.5393 0.2690 -0.4818
C -1.4380 -2.7888 2.4629
C -6.6559 4.3691 1.0824
C -4.6056 3.1170 0.9737
C -4.1770 -3.8279 -3.4423
C -5.0706 -1.2651 -4.0082
C 5.4386 1.5053 1.5892
C 4.6089 -1.3252 5.8382
C 3.9475 -4.2726 -1.3582
C 5.3350 -1.2827 3.5513
C -5.2967 4.3134 0.8180
C 0.8244 2.5289 -3.2684
C 6.4883 2.3026 1.1622
C 5.6135 -1.4717 4.8920
C 4.6208 -3.1783 0.6762
C -6.6520 2.0216 1.6082
C 2.9120 -2.2066 -0.7158
C -5.5130 -3.6131 -3.7434
C 3.7261 -2.1440 0.4169
C 3.0321 -0.7989 4.1087
C 3.3468 2.6629 -1.7357
C -3.7323 -1.4764 -3.6975
C -5.9580 -2.3300 -4.0296
C -7.3328 3.2246 1.4842
C -5.2952 1.9638 1.3413
C 4.7272 -4.2378 -0.2128
C 6.5792 1.0816 -0.9064
C 4.9692 0.4800 0.7707
C 3.0187 -3.2679 -1.6000
C -3.1072 3.0595 0.7791
C -1.9169 0.3155 -1.5234
C -2.7393 -0.3330 -3.7310
C -3.2897 -2.7640 -3.4159
H 4.0669 -5.0745 -2.0705
H 1.1122 3.2172 0.5538
H 6.8711 3.0791 1.8049
H 5.1980 -0.5402 -1.1115
H -6.9931 -2.1588 -4.2799
H 2.2307 -1.3730 -0.9518
H 2.0411 -0.4951 3.7935
H -2.7208 4.0754 0.6535
H -6.2047 -4.4407 -3.7619
H 2.5463 -0.8737 6.1903
H 1.6737 -2.3747 1.9437
H 7.0264 0.9185 -1.8748
H -4.6796 0.9128 -1.8520
H -2.6361 2.6068 1.6525
H -2.9724 0.3136 -4.5806
H -3.2104 -3.2339 3.3250
H 5.2363 -3.1541 1.5628
H 3.5025 3.5915 -2.2757
H 1.1661 4.4754 -0.6971
H -0.2261 2.2455 -3.2430
H 2.4059 -3.2987 -2.4890
H -1.7313 -0.7339 -3.8499
H -2.6923 3.2245 -2.2319
H -1.8607 -4.1786 3.9053
H -4.7656 1.0270 1.4237
H 6.6178 -1.7113 5.2034
H -0.2641 3.4384 -0.5397
H 5.0035 1.6592 2.5665
H 0.9022 -3.2712 0.7816
H 4.8352 -1.4554 6.8843
H 3.7648 2.7556 -0.7359
H 3.8522 1.8559 -2.2622
H -7.1821 5.3063 0.9871
H -5.4234 -0.2781 -4.2682
H 7.9021 2.6845 -0.4001
H -4.2372 1.7073 -3.3781
H -3.8226 -4.8257 -3.2385
H 5.4360 -5.0273 -0.0197
H 6.1165 -1.3646 2.8089
H -4.2688 3.2937 -1.4187
H -2.2448 -2.9363 -3.2070
H -8.3875 3.2733 1.7021
H 0.9158 3.5648 -3.5759
H -4.7720 5.2082 0.5176
H 0.2269 -3.7969 3.0830
H -7.1753 1.1315 1.9220
H 1.3400 1.9004 -3.9903


Record 3
94
Properties=species:S:1:pos:R:3 method="wB97M-V/def2-TZVPD" de_lowest_kcal_mol=0.0 lumo_energy_ev="-3.507 / -4.183" homo_lumo_gap_ev="6.2 / 6.1" molar_mass_da=1070.20 e_tot_ev=-87395.16907 multiplicity=3 total_charge=+1 largest_force_ha_per_bohr=0.0635 s2=2.0239
W 0.8807 1.3351 -0.3036
I 3.4509 1.0538 -1.4635
Te 2.6729 -1.8634 1.2150
P 0.3120 -1.0571 -0.9862
P 0.2686 0.5970 1.8267
Si -0.8277 2.2315 -1.9399
N 1.6812 -6.0150 3.9071
C -2.5314 0.0939 1.8115
C 2.0210 2.1031 3.3328
C 2.6281 -5.1350 4.1413
C -1.6415 -2.4428 0.4897
C 0.8799 -0.6755 0.5979
C 1.7283 -3.2014 -1.8409
C 2.6170 -3.8591 -2.6554
C 1.0513 -4.6864 1.9977
C -1.0713 -2.2471 -0.7297
C -2.7674 -3.2665 0.6700
C -0.3596 1.4077 -4.6942
C -2.4618 -4.0604 -1.6151
C -1.3632 0.0945 2.5517
C -1.3350 3.7384 -0.8852
C 3.2083 -3.2759 -3.7920
C -0.8266 5.1583 -1.4097
C 1.4079 -1.8844 -2.1416
C -0.7960 3.5127 0.5379
C 1.8919 -1.3181 -3.3462
C -1.5484 3.4786 -4.4335
C -3.7385 -0.1614 2.3775
C 1.4131 0.7930 3.1895
C -2.6666 -0.3572 4.5111
C 2.4883 2.5564 -0.0526
C -3.1607 -4.1113 -0.4132
C 3.5735 1.3304 4.9946
C -3.8113 -0.3354 3.7295
C 2.9192 0.0759 4.9972
C -0.3735 2.6673 -3.7774
C -1.4065 -0.1411 3.9485
C -1.4948 -3.0297 -1.8509
C 3.0359 2.3809 4.2190
C -2.8621 3.9626 -0.7442
C -2.3776 1.2137 -2.3101
C 1.8711 -0.2424 4.0542
C 0.9692 3.4031 -3.9495
C 2.8251 -3.9593 3.3847
C 0.8946 -5.7909 2.8027
C 2.7151 -2.0082 -4.1645
C 1.9909 -3.6393 2.2903
H -3.2205 -3.2353 1.6057
H 1.4244 -1.2458 4.0825
H 3.0793 2.3365 0.8462
H -3.1617 1.9068 -2.6189
H -0.2259 4.3613 0.9905
H -3.8904 -4.9105 -0.2757
H -3.3088 4.5056 -1.6135
H 3.8138 -3.8863 -4.5063
H 1.5392 -0.3568 -3.6616
H -3.1009 4.4483 0.2270
H 1.3054 -3.6412 -0.9210
H 0.5659 1.3466 -5.3564
H 2.9915 -1.6444 -5.1171
H -2.0424 4.2786 -3.8641
H 0.8220 4.2431 -4.6120
H 0.3047 -4.5446 1.1778
H -0.2691 0.4365 -4.1437
H -1.3187 1.2773 -5.2210
H 1.5294 2.8763 2.7083
H 3.1727 -5.2566 5.0837
H -0.9624 5.8749 -0.5648
H 1.7986 2.7851 -4.2580
H -2.2328 0.4825 -3.0850
H -2.3503 0.1607 0.7232
H -1.2272 -1.9347 1.4069
H 0.0855 -6.5111 2.6531
H 3.1043 -0.7147 5.7681
H -2.7524 -0.5499 5.6152
H -2.7001 -4.7327 -2.3934
H 4.5051 1.5271 5.5251
H -3.3915 3.0277 -0.6572
H 2.9691 -4.8553 -2.3764
H -0.5348 -0.0109 4.6607
H 3.6476 -3.2966 3.7230
H 3.3328 3.3922 4.5204
H -4.7901 -0.4675 4.1674
H -2.7568 0.6946 -1.4373
H 0.1914 5.0743 -1.6653
H -1.0873 -2.9833 -2.8789
H -4.6045 -0.2163 1.7508
H -2.3565 2.8311 -4.8261
H -1.1076 3.9730 -5.3407
H -1.4864 3.0746 1.2672
H -1.4485 5.4690 -2.2333
H 2.7436 3.5383 -0.5001
H 1.3664 3.8625 -3.0265
H 0.0605 2.7862 0.5720


Record 4
103
Properties=species:S:1:pos:R:3 method="wB97M-V/def2-TZVPD" de_lowest_kcal_mol=8.8 lumo_energy_ev=-0.047 homo_lumo_gap_ev=6.8 molar_mass_da=915.46 e_tot_ev=-108087.35310 total_charge=0 largest_force_ha_per_bohr=0.0634
Te 2.3891 0.2034 -2.0364
Sc -0.0118 -0.6617 -0.6639
S -2.4832 -1.3253 -1.5738
P -0.0308 1.9651 1.6000
O -1.1009 -1.6703 -2.1333
O 0.0921 1.2824 0.2404
O -2.0349 -0.3720 -0.4533
O -3.2940 -0.6079 -2.5140
O -3.0697 -2.4994 -0.9917
N 0.3810 -2.2769 2.6862
N -0.5018 -2.6931 0.5540
N -1.5324 -3.6272 2.4533
N 1.4068 -0.9288 1.1278
N 2.5852 -1.6824 2.9744
C -0.8106 0.9503 2.8656
C -2.2140 1.7740 -3.9490
C 0.1432 2.2964 -4.2481
C -0.2649 0.7956 4.1041
C 2.3076 -1.9881 -2.2459
C 2.7288 1.9501 1.4105
C -2.5729 -0.5925 3.4848
C 2.9526 -2.8690 -1.3744
C -3.5586 2.5980 -1.8914
C 0.8228 -1.6415 -4.3165
C -0.9443 0.0790 5.0915
C 4.2552 3.1559 2.8192
C -2.0076 0.3287 2.5305
C 1.1830 -3.8663 -3.2692
C -0.9827 1.5564 -4.6119
C -3.1271 4.5659 1.2301
C -0.5706 -2.8485 1.8549
C 3.9402 -2.3996 -0.3203
C 1.4556 -1.5946 2.1867
C -1.0482 3.4151 1.5006
C -2.4670 5.6594 0.6702
C 1.8876 3.3008 3.1594
C -2.2759 2.6021 -2.8144
C 1.4540 -2.4943 -3.2327
C 3.1932 3.6835 3.4538
C -2.4167 3.4528 1.6517
C -2.5784 -4.1656 1.6250
C 0.0596 3.2589 -3.1976
C -0.3896 4.4887 0.9193
C -0.9153 0.4915 -5.6896
C 2.6442 -4.2360 -1.4370
C 1.2583 -6.1776 -2.2525
C -2.0752 -0.6444 4.7581
C -1.2192 -4.3377 3.7218
C 4.0474 2.2803 1.7884
C -1.1410 3.3809 -2.5124
C -1.1084 5.6150 0.5201
C 1.7476 -4.7378 -2.3529
C 1.2045 4.0838 -2.7615
C 1.6688 2.4277 2.1123
H -2.2591 -4.4174 0.5680
H -4.2106 3.4612 -1.9585
H 3.3318 4.4934 4.1954
H -0.1291 -4.2795 3.8681
H 1.5458 4.8582 -3.4429
H -1.2182 -3.1550 -0.0126
H 0.4625 -4.2240 -4.0297
H 0.0908 0.2728 -6.0444
H -0.6075 6.4941 0.1252
H 3.0701 -4.9383 -0.7366
H -2.3848 0.3643 1.4985
H 0.8859 -2.0990 -5.3284
H -3.2243 2.5380 -0.8202
H -2.9298 -5.0940 2.0116
H -1.3088 -5.4150 3.6099
H -1.5719 -0.3503 -5.5337
H 4.8411 1.8325 1.1864
H 0.1739 -2.0882 3.6600
H 2.2907 -0.4646 0.8736
H -4.0545 1.6288 -2.0811
H 0.6868 4.4862 0.7049
H 1.0662 3.7451 3.6679
H -2.9702 2.6204 2.0425
H 4.4403 -3.2719 0.0797
H 1.0458 1.9687 -4.7526
H 3.3275 -1.1623 2.5312
H -3.4434 -3.5235 1.5233
H -2.5085 -1.2551 5.5187
H -0.2411 -1.5611 -4.1201
H 1.2814 -0.6558 -4.3508
H -0.5797 0.0141 6.1059
H 3.4385 -1.8586 0.5006
H 2.9240 -2.6025 3.2448
H 1.1004 4.5385 -1.7592
H 2.0294 3.3717 -2.6780
H 5.2588 3.4142 3.0606
H 0.6505 1.3219 4.3281
H 1.4748 -6.7752 -3.1582
H -3.0520 1.1118 -4.1915
H -4.1927 4.6422 1.4338
H 1.7088 -6.6351 -1.3652
H -1.0645 3.9975 -1.6040
H -3.4726 -1.1968 3.1666
H -1.7413 -3.9156 4.5998
H -3.0724 6.5433 0.4144
H 0.1836 -6.1917 -2.1043
H -1.3433 1.0012 -6.5589
H 4.6682 -1.6645 -0.6784
H 2.5424 1.3719 0.5385